# 1
The following is a DFT calculation (the ωB97M-V functional and the def2-TZVPD basis) of a 8-piece molecular cluster, C30H44BBr2O24S4 overall.

The total energy comes out at -265066.7095 eV. As for the frontier orbital gap: 0.28553 hartree. The value obtained for the molar mass is 1087.55 g mol⁻¹. The net charge is -1. As for the multiplicity: 1. For the LUMO energy, the calculation gives -0.367 eV. The energy above the lowest of the compared OMol25 structures with the same formula, charge and spin is 71.8 kcal/mol.

```
105
Properties=species:S:1:pos:R:3:lowdin_charge:R:1
O 2.22366 -0.34060 -2.54833 0.142
C 1.39336 0.20813 -1.90127 -0.400
O 0.31852 -0.23273 -1.23139 0.184
B -0.59214 0.87638 -0.78089 -0.862
O 0.27664 2.06696 -0.97047 0.210
C 1.40564 1.74393 -1.64862 -0.277
O 2.40851 2.44779 -1.98341 0.064
O -0.98887 0.68443 0.58992 0.241
C -2.28999 0.53947 0.66847 -0.308
O -2.91945 0.45538 1.79212 0.047
C -2.89641 0.80987 -0.70369 -0.422
O -1.87565 0.97769 -1.54136 0.232
O -4.05173 0.77290 -0.95962 0.163
Br 3.64754 -3.99826 -4.34930 0.613
C 3.03413 -3.57619 -2.55086 -0.724
C 4.13482 -3.17320 -1.51587 -0.614
Br 3.25236 -2.67348 0.17965 0.681
H 2.58401 -4.43144 -2.04683 0.042
H 2.25222 -2.81679 -2.54677 0.008
H 4.72135 -2.30685 -1.82171 0.041
H 4.95535 -3.87375 -1.36080 0.060
O 0.87061 0.61624 -5.63125 -0.294
S 2.20463 0.99529 -6.07457 0.702
O 3.54965 0.51543 -5.74456 -0.292
O 2.04119 1.12216 -7.76298 -0.296
C 3.07951 1.77709 -8.53437 -0.282
C 2.92607 1.38116 -10.04159 -0.052
C 2.23119 2.81420 -5.80847 -0.108
H 4.11034 1.77484 -8.18016 0.118
H 2.81716 2.82832 -8.41524 0.093
H 1.86687 1.35683 -10.29772 0.074
H 3.40102 0.40584 -10.14778 0.076
H 3.34045 2.23804 -10.57277 0.072
H 3.18041 3.23017 -6.14619 0.064
H 2.10623 2.89167 -4.72842 0.051
H 1.36083 3.22258 -6.32208 0.073
O 6.95286 1.47717 0.93140 -0.312
S 6.56891 0.54973 -0.14404 0.637
O 7.40830 0.38378 -1.31839 -0.293
O 6.38383 -0.91187 0.42032 -0.295
C 6.34692 -1.11825 1.76668 -0.337
C 7.73343 -1.68114 2.18044 -0.048
C 4.79376 0.81508 -0.53730 -0.088
H 5.53630 -1.83378 1.90450 0.078
H 6.22374 -0.17417 2.29739 0.101
H 7.89457 -2.64412 1.69588 0.074
H 7.67814 -1.92110 3.24225 0.070
H 8.52144 -0.95158 1.99366 0.080
H 4.31218 0.41309 0.35409 0.050
H 4.71504 0.23408 -1.45619 0.060
H 4.57160 1.86702 -0.71666 0.065
O -6.17247 -2.69431 4.79290 -0.319
S -6.79035 -1.44598 4.34379 0.699
O -8.25433 -1.48799 4.18599 -0.323
O -6.43411 -0.23728 5.53277 -0.299
C -5.03896 -0.02997 5.98327 -0.244
C -4.73922 -0.75518 7.28701 -0.068
C -6.06840 -0.77469 2.80119 -0.103
H -4.99989 1.05817 6.03366 0.112
H -4.40366 -0.42409 5.19008 0.106
H -5.18804 -0.33421 8.18671 0.074
H -3.65868 -0.61228 7.29729 0.069
H -5.01558 -1.80957 7.28708 0.075
H -6.29267 0.28002 2.64186 0.052
H -6.59916 -1.32477 2.02414 0.070
H -4.99162 -0.94298 2.78298 0.051
O -0.05395 -3.70072 -1.98004 -0.295
S -1.20968 -3.34586 -2.75935 0.694
O -2.06240 -4.40388 -3.35585 -0.318
O -2.17339 -2.42617 -1.77959 -0.235
C -2.25836 -2.79523 -0.44509 -0.326
C -3.71004 -2.77379 -0.00839 -0.053
C -0.80912 -2.10614 -4.08611 -0.069
H -1.76189 -2.22890 0.34288 0.118
H -1.81112 -3.75474 -0.18540 0.118
H -3.96657 -3.24962 0.93811 0.082
H -4.22331 -3.36113 -0.76976 0.086
H -4.03255 -1.73933 0.10979 0.057
H -0.20909 -2.63526 -4.82644 0.070
H -0.18736 -1.32326 -3.65181 0.044
H -1.72298 -1.76479 -4.57236 0.077
C -4.44362 5.60462 2.46727 0.052
C -5.04260 4.73786 3.37999 0.022
C -5.32603 3.35089 3.16487 -0.405
O -5.89275 2.69022 3.97677 0.134
C -4.81394 2.89403 1.79928 0.038
C -4.27722 3.70640 0.85939 0.040
C -4.21773 5.19593 1.06862 -0.424
O -3.94524 5.97548 0.21974 0.131
H -4.35506 6.66749 2.63710 0.113
H -5.25706 5.09348 4.37695 0.113
H -5.04054 1.86074 1.58168 0.087
H -4.27771 3.28557 -0.13525 0.110
C 0.29937 0.38292 3.98084 0.006
C 1.47460 0.36904 3.27337 0.069
C 2.68263 -0.31495 3.86226 -0.365
O 3.74017 -0.26538 3.27889 0.094
C 2.36361 -1.19515 5.04105 0.051
C 1.17846 -1.02852 5.71750 0.021
C 0.06900 -0.18323 5.26873 -0.368
O -0.95051 0.18016 5.93298 0.066
H -0.58289 0.80693 3.52449 0.111
H 1.53159 0.85673 2.31144 0.116
H 3.13207 -1.85511 5.41563 0.113
H 1.06927 -1.50563 6.68024 0.112
```

***

# 2
The following is a DFT calculation (the ωB97M-V functional and the def2-TZVPD basis) of one molecule with the formula C4H9PS2.

The total energy comes out at -35249.6741 eV. As for the frontier orbital gap: 0.28755 hartree. The value obtained for the molar mass is 152.22 g mol⁻¹. The net charge is 0. As for the multiplicity: 1. For the LUMO energy, the calculation gives -0.226 eV. The energy above the lowest of the compared OMol25 structures with the same formula, charge and spin is 60.6 kcal/mol.

```
16
Properties=species:S:1:pos:R:3:lowdin_charge:R:1
C -0.29368 0.29853 0.94684 -0.509
C -0.34098 -1.92033 -2.11511 -0.120
C -0.64510 -0.80949 0.09980 -0.323
C 0.15040 -0.83381 -1.22878 -0.334
P 0.71677 2.65627 2.43033 0.075
S 1.00164 1.23235 0.72175 0.645
S -0.86073 2.26316 3.55621 0.041
H -1.40632 -1.91974 -2.27495 0.072
H 0.17935 -1.81844 -3.04016 0.067
H -0.11375 -2.86843 -1.63656 0.082
H -0.42406 -1.75989 0.65881 0.153
H -1.61316 -0.74155 -0.20928 0.077
H 1.17202 -1.13175 -1.00919 0.094
H 0.28992 0.24723 -1.56621 0.104
H 1.75968 3.28518 3.11926 -0.077
H 0.42800 3.82073 1.54724 -0.048
```

***

# 3
The following is a DFT calculation (the ωB97M-V functional and the def2-TZVPD basis) of an isolated ion of composition C9H12NO2 and charge +1.

As for the SMILES: C1=C[C@H]2C[NH2+][C@@H]3OCO[C@@]32C=C1. The total energy comes out at -15103.8318 eV. As for the frontier orbital gap: 0.34663 hartree. The value obtained for the molar mass is 166.20 g mol⁻¹. The net charge is +1. As for the multiplicity: 1. For the LUMO energy, the calculation gives -3.208 eV. The energy above the lowest of the compared OMol25 structures with the same formula, charge and spin is 51.5 kcal/mol.

```
24
Properties=species:S:1:pos:R:3:lowdin_charge:R:1
C 2.54234 -0.38966 -0.43076 -0.070
C 1.89736 -1.67041 -0.69910 -0.057
C 1.94614 0.54081 0.32338 -0.043
C 0.67115 -1.91276 -0.24248 0.010
C -0.32213 1.62917 0.71485 -0.021
C -2.45641 -1.31399 0.61488 -0.118
C 0.54112 0.34784 0.97560 -0.162
C -1.18273 -0.07126 -0.82927 -0.168
C -0.20485 -0.80375 0.29125 -0.269
N -0.73240 1.38901 -0.71308 0.150
O -2.42398 -0.26220 -0.33406 -0.019
O -1.20043 -1.20624 1.32650 -0.025
H 3.61601 -0.23112 -0.81360 0.146
H 2.35761 -2.42770 -1.31585 0.117
H 2.50729 1.41081 0.62775 0.111
H 0.14485 -2.80911 -0.47138 0.117
H -1.27261 1.59187 1.38532 0.182
H 0.18719 2.54525 0.79081 0.118
H -3.28361 -1.36182 1.28325 0.138
H -2.54774 -2.25539 0.02335 0.150
H 0.77114 0.20955 1.99336 0.149
H -1.20464 -0.50225 -1.91548 0.215
H -1.49236 1.91713 -0.94908 0.136
H 0.02534 1.76050 -1.32615 0.212
```

***

Number 2 is which compound? C4H9PS2

***

Which formula does entry 1 have? C30H44BBr2O24S4